9
Properties=species:S:1:pos:R:3:lowdin_charge:R:1 method="wB97M-V/def2-TZVPD" e_above_lowest_kcal_mol=17.7 homo_lumo_gap_ev=11.38 e_lumo_ev=0.366 total_energy_ev=-20674.3870 smiles="NNS(=O)(=O)F" homo_energy_ha=-0.405
N -1.50 0.21 0.15 -0.026
N -0.37 -0.55 0.49 -0.235
S 1.10 -0.03 -0.01 0.725
O 2.12 -0.69 0.72 -0.254
O 0.99 1.53 0.06 -0.337
F 1.29 -0.49 -1.59 -0.208
H -1.37 1.24 0.47 0.133
H -1.65 0.36 -0.79 0.039
H -0.62 -1.58 0.50 0.163